Molecular formula: C39H40AsNPRuSbSe2Te2
Method: DFT, ωB97M-V/def2-TZVPD

The calculation puts the frontier orbital gap (alpha / beta) at 6.5507 / 5.4088 eV. Its spin multiplicity is 2. Its energy relative to the best compared isomer or geometry (same formula, charge and spin) is 1.6000 eV. Its expectation value of S² is 0.76. Its net charge is +1. As for the largest force on an atom: 1.721 eV/Å. The HOMO energy (alpha / beta) comes out at -0.35085 / -0.35295 Ha.

CARTESIAN COORDINATES (ANGSTROEM)
Ru (0.654, 0.087, -0.553)
N (0.480, 0.629, 1.576)
C (1.571, 0.293, 2.471)
C (1.418, 0.339, 3.850)
C (2.538, 0.200, 4.651)
C (3.798, 0.062, 4.079)
C (3.932, -0.012, 2.705)
C (2.803, 0.038, 1.888)
P (2.824, -0.237, 0.093)
C (4.235, 0.818, -0.405)
C (4.148, 2.203, -0.263)
C (5.222, 3.010, -0.594)
C (6.399, 2.451, -1.064)
C (6.504, 1.074, -1.187)
C (5.433, 0.260, -0.854)
C (3.494, -1.925, -0.148)
C (3.587, -2.429, -1.446)
C (4.138, -3.675, -1.687)
C (4.587, -4.455, -0.632)
C (4.479, -3.979, 0.664)
C (3.942, -2.721, 0.905)
H (-0.418, 0.358, 1.965)
H (0.463, 1.653, 1.557)
H (0.444, 0.523, 4.287)
H (2.434, 0.239, 5.727)
H (4.674, 0.010, 4.709)
H (4.913, -0.119, 2.260)
H (3.230, 2.653, 0.096)
H (5.132, 4.083, -0.487)
H (7.234, 3.084, -1.329)
H (7.423, 0.628, -1.541)
H (5.545, -0.809, -0.957)
H (3.217, -1.853, -2.286)
H (4.205, -4.041, -2.702)
H (5.013, -5.431, -0.820)
H (4.816, -4.584, 1.496)
H (3.861, -2.388, 1.927)
Se (0.317, -0.696, -2.878)
Te (2.264, 0.732, -3.204)
Te (1.374, 3.230, -2.894)
Se (0.585, 2.670, -0.551)
C (0.951, -3.855, -0.313)
As (-0.053, -2.216, -0.054)
C (-0.680, -2.461, 1.780)
C (-1.591, -2.780, -1.115)
H (0.268, -4.681, -0.112)
H (1.818, -3.930, 0.339)
H (1.270, -3.892, -1.353)
H (-1.153, -3.442, 1.854)
H (-1.415, -1.705, 2.051)
H (0.164, -2.422, 2.467)
H (-1.905, -3.770, -0.781)
H (-1.287, -2.841, -2.159)
H (-2.433, -2.096, -1.042)
C (-6.692, -1.285, 1.416)
C (-5.506, -1.992, 1.518)
C (-4.318, -1.416, 1.088)
C (-4.301, -0.137, 0.550)
C (-5.495, 0.569, 0.466)
C (-6.683, -0.001, 0.893)
Sb (-2.506, 0.770, -0.182)
C (-2.941, 2.754, 0.431)
C (-2.655, 3.106, 1.747)
C (-2.924, 4.380, 2.216)
C (-3.484, 5.321, 1.366)
C (-3.776, 4.981, 0.055)
C (-3.507, 3.703, -0.413)
C (-2.994, 0.856, -2.243)
C (-2.307, 1.740, -3.069)
C (-2.539, 1.746, -4.435)
C (-3.452, 0.859, -4.987)
C (-4.134, -0.027, -4.170)
C (-3.909, -0.027, -2.801)
H (-7.622, -1.728, 1.747)
H (-5.501, -2.991, 1.936)
H (-3.402, -1.986, 1.192)
H (-5.506, 1.575, 0.063)
H (-7.605, 0.561, 0.817)
H (-2.227, 2.379, 2.433)
H (-2.701, 4.638, 3.241)
H (-3.695, 6.319, 1.726)
H (-4.217, 5.711, -0.609)
H (-3.745, 3.453, -1.440)
H (-1.572, 2.420, -2.650)
H (-2.000, 2.438, -5.067)
H (-3.633, 0.860, -6.053)
H (-4.850, -0.716, -4.597)
H (-4.470, -0.712, -2.174)

---

Molecular formula: C5H11N4
Method: DFT, ωB97M-V/def2-TZVPD

The calculation puts the frontier orbital gap (alpha / beta) at 6.7890 / 9.3573 eV. Its spin multiplicity is 3. Its energy relative to the best compared isomer or geometry (same formula, charge and spin) is 3.5255 eV. Its expectation value of S² is 2.02. Its net charge is +1. As for the largest force on an atom: 4.340 eV/Å. The HOMO energy (alpha / beta) comes out at -0.42053 / -0.53723 Ha.

CARTESIAN COORDINATES (ANGSTROEM)
C (-1.058, -1.284, 1.919)
C (0.674, 2.096, -0.418)
C (-0.886, -2.431, 0.993)
C (1.840, 0.019, -1.523)
C (0.936, 0.628, -0.406)
N (-0.593, 2.303, -0.546)
N (-1.279, 1.075, -0.661)
N (-1.044, -0.121, 1.573)
N (-0.405, 0.054, -0.449)
H (-1.294, -1.464, 2.888)
H (1.279, 2.901, -0.420)
H (0.106, -2.315, 0.566)
H (-1.606, -2.338, 0.237)
H (-1.131, -3.374, 1.475)
H (2.133, -0.940, -1.250)
H (1.240, -0.072, -2.309)
H (2.647, 0.711, -1.495)
H (1.552, 0.307, 0.615)
H (-0.941, 3.254, -0.598)
H (-2.169, 0.990, -0.191)

---

> Which of these has the lowest energy relative to the best compared isomer or geometry (same formula, charge and spin)?

C39H40AsNPRuSbSe2Te2